88
Properties=species:S:1:pos:R:3 method="wB97M-V/def2-TZVPD" homo_lumo_gap_ev=7.732 smiles="COB(O)C1=C(P(C)O)C(=O)OC1=O.c1ccncc1.c1ccncc1.c1ccncc1.c1ccncc1.c1ccncc1.c1ccncc1" charge=0
C 0.72 1.57 -4.42
O 0.95 0.41 -3.63
B 1.36 -0.61 -4.43
O 0.43 -1.32 -5.14
C 2.89 -0.90 -4.77
C 4.02 -0.41 -4.23
P 4.25 0.58 -2.69
C 3.53 2.27 -2.80
O 3.15 -0.21 -1.72
C 5.07 -0.69 -5.26
O 5.99 -0.02 -5.54
O 4.61 -1.59 -6.28
C 3.40 -1.93 -5.74
O 3.02 -3.03 -5.70
H 0.26 1.32 -5.38
H 0.08 2.27 -3.89
H 1.64 2.10 -4.66
H 0.81 -1.52 -6.00
H 4.21 2.88 -2.21
H 3.49 2.58 -3.84
H 2.57 2.33 -2.30
H 3.62 -0.77 -1.10
C 1.04 3.03 2.72
C 0.27 2.41 1.75
C 0.41 2.83 0.44
N 1.23 3.81 0.06
C 1.96 4.39 1.01
C 1.90 4.04 2.35
H 0.96 2.73 3.76
H -0.42 1.61 2.00
H -0.17 2.37 -0.36
H 2.62 5.18 0.67
H 2.52 4.55 3.08
C -4.01 4.85 3.50
C -4.07 5.99 4.29
C -2.89 6.49 4.83
N -1.70 5.93 4.64
C -1.66 4.83 3.88
C -2.78 4.26 3.29
H -4.90 4.43 3.07
H -5.01 6.48 4.48
H -2.90 7.38 5.45
H -0.68 4.40 3.74
H -2.68 3.37 2.68
C 5.46 -6.70 -7.20
C 5.07 -7.98 -6.82
C 3.87 -8.12 -6.15
N 3.06 -7.10 -5.85
C 3.46 -5.88 -6.23
C 4.64 -5.63 -6.90
H 6.40 -6.55 -7.73
H 5.69 -8.84 -7.03
H 3.52 -9.09 -5.83
H 2.78 -5.07 -5.97
H 4.91 -4.62 -7.19
C -5.76 0.24 5.97
C -6.35 0.90 4.90
C -5.53 1.32 3.87
N -4.21 1.13 3.84
C -3.66 0.50 4.88
C -4.39 0.04 5.97
H -6.36 -0.10 6.81
H -7.41 1.08 4.87
H -5.94 1.83 3.01
H -2.59 0.36 4.83
H -3.89 -0.47 6.78
C 7.74 -5.65 -3.32
C 7.85 -6.17 -2.05
C 6.78 -6.89 -1.54
N 5.64 -7.10 -2.21
C 5.55 -6.58 -3.44
C 6.57 -5.85 -4.04
H 8.55 -5.08 -3.76
H 8.74 -6.03 -1.46
H 6.82 -7.33 -0.55
H 4.62 -6.77 -3.96
H 6.45 -5.46 -5.03
C -10.08 4.16 7.99
C -9.45 2.99 8.37
C -9.07 2.09 7.38
N -9.29 2.29 6.08
C -9.90 3.42 5.73
C -10.31 4.38 6.64
H -10.39 4.89 8.73
H -9.25 2.78 9.41
H -8.57 1.16 7.64
H -10.07 3.55 4.67
H -10.81 5.28 6.30

14
Properties=species:S:1:pos:R:3 method="wB97M-V/def2-TZVPD" homo_lumo_gap_ev=10.438 e_above_lowest_kcal_mol=113.39 charge=0
H 2.41 0.78 0.47
N 1.44 0.69 -0.04
C 0.64 -0.23 0.33
C 0.50 -0.68 1.73
N -0.27 -0.44 -0.66
C -1.71 -0.29 -0.07
O -0.38 0.86 -1.48
H -0.31 -0.09 2.07
H 0.24 -1.78 1.68
H 1.48 -0.61 2.05
H -2.44 -0.25 -0.91
H -1.92 -1.15 0.69
H -1.93 0.78 0.34
H 0.72 0.97 -1.56

13
Properties=species:S:1:pos:R:3 method="wB97M-V/def2-TZVPD" homo_lumo_gap_ev=7.839 smiles="CN=[S@@](=O)([O-])OCBr" e_above_lowest_kcal_mol=38.77 charge=-1
C 0.14 -0.84 1.87
N 0.26 -1.83 0.85
S 1.41 -1.61 -0.20
O 2.29 -0.45 0.05
O 1.95 -2.83 -0.71
O 0.45 -1.13 -1.58
C 0.12 0.16 -1.46
Br 1.13 1.30 -2.92
H -0.39 0.14 1.47
H -0.33 -1.05 2.84
H 1.17 -0.45 2.10
H 0.47 0.63 -0.56
H -0.82 0.32 -1.68

194
Properties=species:S:1:pos:R:3 method="wB97M-V/def2-TZVPD" homo_lumo_gap_ev="9.161 / 9.268" multiplicity=3 charge=0
C 4.49 -4.87 -1.91
O 3.24 -5.47 -2.30
P 2.07 -4.63 -3.12
O 1.73 -3.25 -2.61
O 2.76 -4.53 -4.65
C 3.27 -3.33 -5.19
O 0.85 -5.64 -3.23
C 1.08 -6.90 -3.88
H 4.73 -3.88 -2.32
H 5.33 -5.55 -2.08
H 4.56 -4.83 -0.82
H 3.42 -2.41 -4.62
H 2.65 -3.14 -6.06
H 4.31 -3.47 -5.48
H 0.55 -6.99 -4.83
H 0.80 -7.68 -3.17
H 2.12 -7.00 -4.19
C -2.36 3.52 -5.18
O -1.37 4.10 -6.01
P 0.00 4.71 -5.35
O -0.25 5.68 -4.26
O 0.82 5.22 -6.68
C 1.16 4.33 -7.74
O 0.74 3.28 -4.97
C 2.01 3.37 -4.42
H -2.69 2.60 -5.66
H -3.24 4.13 -4.97
H -1.97 3.15 -4.23
H 0.56 4.63 -8.59
H 1.00 3.27 -7.55
H 2.22 4.40 -7.95
H 2.79 3.38 -5.18
H 2.32 2.57 -3.75
H 2.15 4.25 -3.78
C -4.20 -0.94 1.14
O -4.76 -1.24 2.43
P -4.04 -0.80 3.81
O -3.77 0.70 3.92
O -5.08 -1.37 4.88
C -5.35 -2.74 4.93
O -2.69 -1.64 3.99
C -1.44 -1.24 4.48
H -4.94 -1.15 0.37
H -3.17 -1.23 0.93
H -4.13 0.15 1.08
H -6.42 -2.84 4.79
H -5.07 -3.16 5.90
H -4.76 -3.32 4.21
H -1.50 -0.66 5.40
H -0.88 -0.67 3.74
H -0.88 -2.14 4.71
C -6.17 -3.15 -2.16
O -5.22 -3.22 -3.22
P -3.67 -3.42 -2.85
O -3.27 -2.60 -1.66
O -3.63 -5.10 -2.65
C -2.42 -5.74 -2.70
O -2.87 -3.06 -4.20
C -1.40 -3.07 -4.20
H -6.97 -2.43 -2.34
H -5.59 -2.91 -1.27
H -6.62 -4.11 -1.89
H -1.65 -5.12 -2.24
H -2.14 -5.91 -3.74
H -2.42 -6.69 -2.16
H -1.03 -3.10 -3.17
H -1.06 -2.15 -4.66
H -1.03 -3.94 -4.74
C -3.79 3.29 -0.58
O -4.54 2.09 -0.55
P -5.16 1.54 -1.94
O -6.01 0.29 -1.74
O -5.95 2.81 -2.53
C -7.24 3.12 -2.04
O -3.97 1.41 -3.06
C -3.30 0.24 -3.35
H -4.42 4.10 -0.23
H -3.49 3.56 -1.60
H -2.89 3.09 0.01
H -7.23 4.11 -1.58
H -7.76 2.48 -1.32
H -7.85 3.36 -2.91
H -3.51 -0.06 -4.38
H -3.62 -0.61 -2.75
H -2.24 0.33 -3.15
C 4.95 1.11 2.10
O 5.12 1.98 0.96
P 6.51 2.00 0.08
O 7.40 0.83 0.28
O 6.07 2.19 -1.51
C 5.30 3.31 -1.95
O 7.27 3.45 0.44
C 8.57 3.82 0.02
H 5.88 0.60 2.33
H 4.30 0.29 1.78
H 4.51 1.63 2.95
H 5.46 4.19 -1.33
H 4.25 3.02 -1.90
H 5.48 3.65 -2.97
H 8.97 3.95 1.03
H 8.59 4.78 -0.50
H 9.12 3.03 -0.48
C -1.48 3.14 5.71
O -0.62 2.42 6.60
P -1.33 1.86 7.88
O -1.64 2.90 8.89
O -2.49 0.83 7.35
C -3.41 0.12 8.21
O -0.25 0.77 8.41
C 0.39 -0.04 7.48
H -1.57 4.23 5.77
H -2.48 2.72 5.73
H -1.20 2.96 4.67
H -3.58 0.60 9.18
H -3.14 -0.93 8.33
H -4.36 0.16 7.67
H 0.37 -1.04 7.91
H 1.44 0.26 7.37
H 0.06 0.10 6.45
C 0.39 7.16 -1.10
O 1.35 6.69 -0.06
P 2.88 6.35 -0.43
O 3.08 5.11 -1.19
O 3.49 7.74 -1.07
C 3.24 8.96 -0.39
O 3.56 6.27 1.05
C 4.59 5.28 1.38
H 0.04 8.17 -0.91
H -0.47 6.49 -1.05
H 0.72 7.09 -2.14
H 2.60 9.66 -0.93
H 4.18 9.51 -0.37
H 2.85 8.83 0.62
H 4.49 4.42 0.72
H 4.37 5.01 2.40
H 5.59 5.71 1.23
C -0.42 -7.43 2.54
C -0.11 -6.63 1.30
C -1.33 -5.71 1.04
C -1.34 -4.50 1.91
C -0.05 -3.74 1.70
C 1.21 -4.56 2.01
N 1.16 -5.83 1.26
O 2.39 -6.65 1.38
C 2.37 -3.72 1.47
C 1.39 -4.63 3.55
C -0.23 -7.60 0.18
H 0.28 -8.20 2.87
H -1.42 -7.85 2.57
H -0.26 -6.70 3.33
H -1.27 -5.34 0.01
H -2.30 -6.21 1.11
H -1.47 -4.68 2.97
H -2.19 -3.92 1.54
H -0.28 -2.97 2.43
H -0.01 -3.12 0.80
H 3.27 -4.29 1.67
H 2.17 -3.56 0.41
H 2.48 -2.78 2.01
H 2.17 -5.37 3.75
H 1.82 -3.70 3.90
H 0.49 -4.79 4.15
H 0.52 -8.38 0.28
H -0.20 -7.08 -0.78
H -1.23 -7.98 0.00
C -0.15 -0.40 -0.47
C 1.07 0.49 -0.32
C 0.95 1.51 -1.51
C -0.11 2.55 -1.31
C 0.24 3.26 -0.06
C 0.29 2.42 1.21
N 1.16 1.24 0.96
O 1.35 0.45 2.13
C 0.92 3.37 2.24
C -1.15 2.06 1.62
C 2.38 -0.31 -0.61
H -0.34 -1.03 0.39
H -0.17 -1.08 -1.31
H -1.08 0.17 -0.49
H 1.92 2.00 -1.62
H 0.74 1.00 -2.44
H -1.14 2.21 -1.27
H -0.11 3.27 -2.13
H -0.45 4.10 0.02
H 1.23 3.70 -0.23
H 1.98 3.48 1.99
H 0.58 4.41 2.21
H 0.84 2.99 3.26
H -1.15 1.56 2.59
H -1.66 2.99 1.87
H -1.75 1.46 0.94
H 2.42 -1.09 0.15
H 3.21 0.40 -0.62
H 2.39 -0.71 -1.63

25
Properties=species:S:1:pos:R:3 method="wB97M-V/def2-TZVPD" homo_lumo_gap_ev=9.568 smiles="O=S(=O)(P)N1CCC[C@@H](CI)C1" e_above_lowest_kcal_mol=9.64 charge=0
O 0.72 3.22 -0.84
S 1.46 2.15 -0.21
O 2.77 1.88 -0.73
P 1.37 2.44 2.02
N 0.66 0.60 -0.50
C 1.41 -0.51 -0.30
C 0.89 -1.61 -1.23
C -0.46 -2.00 -0.61
C -1.31 -0.71 -0.33
C -2.48 -1.02 0.70
I -4.46 0.00 0.29
C -0.58 0.47 0.14
H 0.99 3.84 1.84
H 2.70 2.75 1.91
H 1.17 -0.81 0.75
H 2.39 -0.19 -0.48
H 1.56 -2.51 -1.32
H 0.83 -1.20 -2.26
H -1.02 -2.70 -1.26
H -0.32 -2.44 0.31
H -1.86 -0.50 -1.35
H -2.13 -0.74 1.75
H -2.77 -2.11 0.66
H -1.15 1.26 -0.26
H -0.37 0.44 1.31

65
Properties=species:S:1:pos:R:3 method="wB97M-V/def2-TZVPD" homo_lumo_gap_ev=7.743 charge=0
C -1.01 2.51 1.01
C -2.48 2.05 0.63
C -2.55 0.93 -0.47
C -1.45 0.85 -1.44
C -1.42 -0.15 -2.57
N -0.43 -0.26 -3.54
S -1.01 -1.56 -4.43
N -2.44 -1.98 -3.67
C -2.60 -1.12 -2.59
C -3.73 -1.04 -1.59
C -3.73 -0.03 -0.52
C -4.97 -0.01 0.43
C -4.66 -0.38 1.93
C -3.77 -1.68 2.12
C -2.69 -1.56 3.30
C -1.21 -1.57 2.75
C -0.65 -3.00 2.34
O -1.67 -3.96 2.00
C -1.72 -4.19 0.58
H -0.95 2.54 2.15
H -0.80 3.56 0.67
H -0.21 1.81 0.67
H -2.95 1.64 1.57
H -3.13 2.91 0.27
H -0.60 1.58 -1.40
H -4.56 -1.79 -1.71
H -5.40 1.03 0.41
H -5.74 -0.75 0.04
H -5.66 -0.61 2.42
H -4.21 0.46 2.54
H -3.21 -2.01 1.20
H -4.45 -2.54 2.41
H -2.84 -0.55 3.79
H -2.88 -2.31 4.12
H -1.13 -0.79 1.94
H -0.54 -1.20 3.59
H -0.02 -3.44 3.16
H -0.03 -2.84 1.40
H -2.02 -3.26 0.00
H -0.71 -4.50 0.18
H -2.47 -4.98 0.31
Cl 1.35 5.16 -0.45
C 2.36 5.72 0.91
C 3.25 4.62 1.44
Cl 2.33 3.33 2.26
H 1.70 6.11 1.68
H 2.98 6.54 0.53
H 3.94 5.03 2.18
H 3.84 4.16 0.65
Cl 5.04 -3.51 -4.60
C 3.33 -3.94 -4.34
C 2.72 -3.21 -3.16
Cl 3.41 -3.76 -1.61
H 3.27 -5.02 -4.22
H 2.80 -3.68 -5.26
H 1.65 -3.41 -3.12
H 2.87 -2.14 -3.24
Cl 6.74 2.53 1.38
C 6.41 1.91 -0.25
C 6.64 2.96 -1.32
Cl 5.43 4.27 -1.23
H 5.38 1.54 -0.27
H 7.08 1.07 -0.42
H 6.55 2.51 -2.31
H 7.63 3.41 -1.24

53
Properties=species:S:1:pos:R:3 method="wB97M-V/def2-TZVPD" homo_lumo_gap_ev="8.562 / 5.106" e_above_lowest_kcal_mol=66.91 multiplicity=5 charge=+3
Pt -0.08 -0.04 -0.02
C -1.28 3.10 0.38
C 0.20 3.13 0.22
C 0.88 4.34 0.24
C 2.25 4.36 0.08
C 2.93 3.16 -0.09
C 2.19 1.99 -0.10
N 0.87 1.98 0.05
Sb 3.46 0.15 -0.39
C 2.53 -0.99 1.29
C 3.42 -1.59 2.17
C 2.90 -2.28 3.26
C 1.53 -2.36 3.42
C 0.69 -1.73 2.50
C -0.79 -1.77 2.62
N 1.22 -1.07 1.46
C 2.18 -0.75 -1.99
C 2.83 -1.19 -3.12
C 2.06 -1.72 -4.15
C 0.69 -1.79 -4.01
C 0.10 -1.33 -2.84
C -1.37 -1.35 -2.60
N 0.87 -0.82 -1.87
H -1.66 4.12 0.48
H -1.55 2.56 1.29
H -1.76 2.64 -0.48
H 0.33 5.25 0.37
H 2.80 5.29 0.09
H 4.00 3.13 -0.21
H 4.49 -1.51 2.01
H 3.56 -2.76 3.96
H 1.10 -2.89 4.26
H -1.09 -2.36 3.48
H -1.23 -2.21 1.73
H -1.17 -0.75 2.76
H 3.90 -1.12 -3.21
H 2.54 -2.07 -5.06
H 0.07 -2.19 -4.80
H -1.90 -1.80 -3.44
H -1.74 -0.33 -2.47
H -1.60 -1.94 -1.70
S -2.71 0.20 0.57
C -4.38 -0.15 0.51
C -4.94 -1.44 0.37
C -6.29 -1.61 0.49
C -7.14 -0.52 0.72
C -6.60 0.76 0.81
C -5.24 0.96 0.71
H -4.29 -2.29 0.20
H -6.72 -2.60 0.42
H -8.20 -0.66 0.82
H -7.25 1.62 0.97
H -4.82 1.95 0.79

Number 1: maximum force 3.07 eV Å⁻¹. Number 2: maximum force 6.37 eV Å⁻¹. Number 3: maximum force 4.93 eV Å⁻¹. Number 4: maximum force 5.97 eV Å⁻¹. Number 5: maximum force 4.64 eV Å⁻¹. Number 6: maximum force 4.46 eV Å⁻¹. Number 7: maximum force 2.07 eV Å⁻¹.